(1)
{"formula": "C66H75AsClFeN3O8", "method": "the ωB97M-V functional and the def2-TZVPD basis", "species": ["Fe", "C", "C", "C", "C", "C", "C", "C", "N", "C", "C", "C", "C", "C", "C", "O", "C", "C", "C", "C", "C", "C", "C", "C", "C", "O", "C", "C", "C", "C", "C", "C", "H", "H", "H", "H", "H", "H", "H", "H", "H", "H", "H", "H", "H", "H", "H", "H", "H", "H", "H", "H", "H", "H", "H", "H", "H", "H", "H", "H", "H", "H", "H", "H", "H", "H", "H", "H", "H", "H", "H", "H", "O", "C", "O", "C", "C", "C", "C", "C", "C", "N", "O", "O", "H", "H", "H", "H", "C", "C", "C", "C", "C", "C", "As", "N", "C", "C", "C", "C", "C", "C", "C", "C", "C", "C", "C", "C", "C", "C", "C", "C", "C", "C", "H", "H", "H", "H", "H", "H", "H", "H", "H", "H", "H", "H", "H", "H", "H", "H", "H", "H", "H", "H", "H", "H", "H", "H", "H", "H", "H", "Cl", "C", "C", "C", "C", "C", "C", "C", "O", "O", "H", "H", "H", "H"], "positions_angstrom": [[0.445210, -0.109709, 0.019185], [3.637603, -2.459442, 6.197212], [2.266396, -2.881651, 5.645167], [1.194996, -2.253246, 6.541050], [2.125301, -4.408690, 5.712403], [2.155323, -2.423491, 4.194239], [1.095064, -1.660341, 3.755209], [1.059900, -1.219699, 2.427932], [0.096636, -0.489153, 1.824275], [-0.700661, 0.439098, 2.489075], [-1.478607, 0.235311, 3.612830], [-2.136113, 1.310880, 4.200588], [-1.965284, 2.566696, 3.622637], [-1.226019, 2.804357, 2.464157], [-0.591143, 1.705658, 1.853366], [0.135663, 1.745745, 0.761712], [-0.996568, 4.223732, 1.935572], [-1.279512, 4.322106, 0.428387], [0.474901, 4.577542, 2.213216], [-1.887206, 5.255216, 2.636981], [-2.929183, 1.090219, 5.488878], [-3.870893, -0.115029, 5.326646], [-3.767574, 2.310459, 5.875319], [-1.927279, 0.811188, 6.622713], [2.210506, -1.386790, 1.573601], [2.241742, -0.613336, 0.544645], [3.219496, -2.302532, 1.970023], [3.145152, -2.788941, 3.262821], [4.348654, -2.812805, 1.059925], [4.166785, -4.332017, 0.894994], [4.350467, -2.192794, -0.342092], [5.710903, -2.523047, 1.706776], [3.735700, -2.748711, 7.247136], [4.450997, -2.919713, 5.635480], [3.747706, -1.376012, 6.123183], [1.365942, -2.555653, 7.576875], [1.235948, -1.163621, 6.492564], [0.191698, -2.578856, 6.259214], [2.220034, -4.763700, 6.742705], [1.149600, -4.710147, 5.327125], [2.891586, -4.895892, 5.107026], [0.292004, -1.400199, 4.424134], [-1.594340, -0.772475, 3.990386], [-2.457056, 3.405012, 4.093085], [-0.724836, 3.566897, -0.122385], [-2.346387, 4.173103, 0.240060], [-0.994029, 5.312698, 0.062846], [1.132716, 3.890405, 1.679815], [0.692568, 5.600508, 1.892883], [0.683030, 4.491034, 3.282293], [-2.942214, 4.986830, 2.544251], [-1.636502, 5.344516, 3.696213], [-1.739113, 6.233389, 2.173810], [-4.391826, -0.059791, 4.369930], [-3.319298, -1.055987, 5.353787], [-4.612140, -0.141462, 6.130369], [-4.471898, 2.567510, 5.081271], [-4.332091, 2.094968, 6.785485], [-3.132820, 3.175757, 6.075015], [-1.350682, -0.090557, 6.411018], [-1.224131, 1.642092, 6.710370], [-2.437632, 0.681629, 7.583038], [3.911945, -3.489545, 3.574003], [3.197228, -4.544078, 0.441341], [4.947372, -4.736039, 0.244817], [4.213738, -4.851887, 1.854684], [3.408040, -2.383489, -0.852595], [4.491882, -1.114790, -0.306686], [5.159726, -2.635586, -0.929390], [5.794110, -2.976570, 2.696689], [6.514378, -2.919827, 1.081296], [5.854521, -1.445987, 1.808961], [1.798519, -0.443238, -3.639492], [1.896622, 0.348144, -2.714444], [0.846016, 0.518757, -1.867298], [3.083625, 1.144060, -2.444234], [3.253508, 1.894965, -1.259502], [4.411190, 2.591718, -1.029215], [5.449635, 2.597616, -1.989662], [5.264656, 1.886606, -3.199163], [4.116723, 1.171311, -3.405665], [6.624923, 3.289259, -1.756634], [6.772668, 3.907715, -0.662327], [7.525311, 3.291966, -2.649518], [2.462878, 1.904582, -0.521766], [4.558799, 3.142354, -0.111608], [6.048422, 1.921280, -3.941253], [3.965393, 0.616740, -4.323292], [-0.022731, 3.569365, -8.121474], [-0.045771, 2.880986, -6.781835], [-0.387079, 1.541859, -6.667968], [-0.494776, 0.905041, -5.431589], [-0.777100, -0.575018, -5.429911], [-0.274722, 1.642657, -4.266796], [-1.005944, 1.195708, -2.339811], [-1.259059, 0.198198, -0.744785], [-2.495109, 0.220929, -0.159124], [-3.411720, 1.283407, -0.300048], [-4.677798, 1.213754, 0.247942], [-5.087468, 0.081675, 0.938057], [-4.198752, -0.977756, 1.083182], [-2.922124, -0.911021, 0.567375], [-2.645949, 0.366865, -3.165718], [-2.960067, -0.996561, -3.119391], [-1.984252, -2.053734, -2.690184], [-4.216880, -1.434374, -3.535658], [-5.167820, -0.560345, -4.031574], [-6.546197, -1.021556, -4.426898], [-4.818011, 0.778332, -4.147392], [-3.583060, 1.250438, -3.724555], [-3.282263, 2.718696, -3.919092], [0.157387, 2.970118, -4.368584], [0.507129, 3.783887, -3.142611], [0.261081, 3.572911, -5.618105], [0.079892, 2.848360, -8.933583], [0.800092, 4.282746, -8.188302], [-0.954169, 4.119174, -8.281704], [-0.567900, 0.961216, -7.568781], [-0.336932, -1.033433, -6.317242], [-1.849811, -0.777335, -5.435628], [-0.327704, -1.033651, -4.552243], [-3.084240, 2.172727, -0.822061], [-5.348341, 2.059800, 0.149480], [-6.083133, 0.027443, 1.361937], [-4.505718, -1.873518, 1.611261], [-2.231774, -1.742565, 0.673179], [-0.977242, -1.665929, -2.588265], [-1.968468, -2.871186, -3.415710], [-2.275047, -2.476757, -1.724951], [-4.441628, -2.495352, -3.475009], [-6.619777, -2.108905, -4.407443], [-6.801977, -0.669589, -5.428302], [-7.289644, -0.619665, -3.734318], [-5.532467, 1.479796, -4.571273], [-4.190900, 3.314340, -3.818992], [-2.867471, 2.881896, -4.917364], [-2.541909, 3.068479, -3.198716], [0.988085, 3.166679, -2.385028], [-0.397374, 4.216533, -2.702361], [1.183656, 4.597033, -3.404658], [0.595136, 4.604710, -5.683403], [2.288136, -7.287355, -3.999075], [1.659626, -6.076838, -2.909711], [1.021394, -6.483841, -1.748754], [0.526535, -5.518696, -0.886854], [0.670131, -4.168257, -1.176861], [1.309195, -3.781469, -2.350699], [1.807525, -4.736504, -3.224176], [0.121629, -3.134581, -0.211324], [-0.522892, -3.500875, 0.769378], [0.368487, -1.936577, -0.573306], [0.915487, -7.537772, -1.529056], [0.022050, -5.793214, 0.030840], [1.415997, -2.727977, -2.582869], [2.303529, -4.438718, -4.138007]], "forces_ev_per_a": [[0.25, 0.30, 0.44], [-0.06, -0.02, -0.05], [0.05, -0.07, 0.08], [0.05, -0.05, -0.08], [0.03, 0.05, -0.04], [-0.46, 0.23, 0.07], [0.16, -0.19, 0.35], [-0.21, 0.20, -0.38], [0.48, -0.53, 0.52], [-0.30, 0.41, -0.09], [0.04, -0.05, -0.12], [0.06, 0.00, 0.06], [-0.16, -0.05, -0.01], [0.08, 0.18, -0.12], [-0.04, -0.42, 0.38], [0.51, -0.40, -0.57], [0.02, -0.01, 0.02], [-0.01, -0.09, 0.10], [-0.08, -0.07, -0.09], [0.11, -0.12, 0.00], [0.05, -0.05, 0.01], [0.03, 0.05, -0.01], [0.08, -0.04, -0.07], [-0.10, 0.05, -0.01], [-0.18, 0.22, 0.10], [0.16, -0.01, -0.17], [0.22, -0.23, 0.05], [0.16, 0.03, -0.34], [0.01, 0.02, -0.06], [0.01, 0.07, 0.03], [-0.09, 0.03, 0.10], [-0.08, 0.02, 0.02], [0.00, -0.03, 0.00], [0.02, 0.02, 0.03], [0.04, 0.00, 0.02], [-0.01, -0.01, 0.01], [-0.04, 0.01, 0.02], [-0.01, 0.03, 0.00], [0.02, 0.00, 0.01], [0.01, -0.03, 0.00], [-0.01, -0.04, 0.02], [-0.01, 0.03, -0.03], [-0.02, 0.02, 0.03], [0.02, 0.04, -0.05], [0.00, 0.03, -0.05], [-0.01, 0.03, -0.03], [-0.03, 0.01, -0.01], [0.02, 0.04, -0.01], [0.02, -0.01, -0.02], [0.02, 0.04, 0.00], [-0.02, 0.04, 0.02], [-0.05, 0.03, 0.02], [0.01, 0.00, 0.00], [-0.06, 0.00, 0.00], [-0.01, -0.01, -0.05], [0.03, -0.01, 0.03], [0.00, 0.04, 0.02], [-0.01, -0.01, 0.00], [-0.05, 0.03, -0.01], [0.02, -0.02, 0.01], [0.00, 0.00, 0.04], [-0.01, -0.03, -0.01], [0.00, 0.04, 0.06], [-0.02, -0.05, -0.02], [0.00, 0.01, 0.00], [0.01, -0.02, -0.02], [-0.04, 0.02, -0.07], [0.02, 0.03, -0.06], [0.00, -0.02, 0.04], [0.04, 0.01, 0.00], [0.00, 0.01, -0.01], [0.03, -0.01, 0.01], [-0.06, 0.03, 0.11], [0.28, -0.38, -0.25], [-0.51, 0.13, 0.78], [-0.09, 0.17, 0.11], [-0.01, -0.12, -0.23], [0.03, 0.09, 0.16], [-0.06, -0.03, -0.02], [0.11, 0.00, -0.08], [-0.11, -0.08, 0.08], [-0.01, 0.02, -0.04], [-0.01, 0.00, -0.01], [-0.01, -0.01, 0.02], [-0.01, 0.02, 0.09], [0.00, 0.01, -0.03], [0.01, 0.00, 0.03], [0.05, -0.01, 0.00], [0.01, -0.04, 0.04], [-0.01, 0.01, 0.04], [-0.02, 0.06, 0.03], [0.04, -0.19, -0.03], [-0.05, 0.09, 0.05], [-0.11, 0.13, 0.61], [-0.18, -0.17, -1.36], [0.10, 0.02, -0.59], [-0.88, -0.15, 0.30], [0.48, -0.07, -0.04], [-0.12, -0.05, 0.08], [-0.02, 0.04, -0.02], [-0.10, -0.04, 0.11], [0.36, 0.02, -0.22], [-0.09, 0.01, 0.16], [0.06, 0.02, -0.01], [-0.02, -0.02, 0.17], [-0.03, 0.08, -0.06], [-0.02, 0.00, -0.02], [0.09, 0.04, 0.05], [-0.02, 0.02, -0.01], [0.08, 0.13, -0.04], [-0.01, -0.19, -0.01], [0.10, 0.09, 0.17], [-0.17, -0.07, -0.14], [0.03, -0.02, -0.08], [0.01, 0.00, 0.00], [0.00, 0.00, 0.00], [0.02, 0.02, -0.03], [0.02, -0.01, 0.01], [0.02, 0.00, 0.01], [0.01, -0.02, -0.03], [-0.02, -0.04, -0.07], [-0.03, 0.08, 0.06], [0.01, -0.01, -0.05], [0.01, 0.00, 0.01], [0.02, 0.01, 0.02], [0.00, 0.01, 0.08], [0.11, -0.04, 0.07], [-0.01, 0.03, -0.02], [0.05, 0.01, 0.03], [-0.01, 0.00, 0.01], [-0.01, 0.00, -0.02], [-0.04, -0.04, -0.01], [-0.04, -0.03, -0.02], [0.00, 0.02, 0.04], [0.01, 0.03, 0.02], [0.05, 0.05, 0.03], [-0.09, 0.15, 0.00], [0.05, 0.07, 0.05], [0.06, 0.03, 0.07], [0.02, 0.00, 0.01], [0.00, 0.00, 0.03], [0.04, -0.08, -0.07], [-0.05, 0.10, 0.09], [0.02, -0.02, -0.03], [-0.02, 0.02, 0.07], [0.03, 0.06, -0.04], [-0.01, 0.05, 0.01], [0.01, -0.05, -0.04], [-0.33, -0.02, 0.25], [0.07, 0.00, -0.05], [0.16, 0.31, -0.41], [0.02, 0.00, -0.01], [0.00, 0.01, -0.01], [0.00, 0.01, 0.02], [0.01, -0.02, 0.00]], "energy_ev": -198259.4862, "spin_multiplicity": 5, "total_charge": -2}

---

(2)
{"formula": "C12H21GdI2N2O", "method": "the ωB97M-V functional and the def2-TZVPD basis", "species": ["C", "I", "H", "H", "H", "C", "C", "N", "H", "I", "N", "H", "Gd", "C", "O", "C", "C", "H", "H", "H", "C", "H", "H", "H", "C", "C", "C", "C", "C", "H", "H", "H", "H", "H", "H", "H", "H", "H", "H"], "positions_angstrom": [[2.526300, -4.253136, -4.244090], [1.051259, -4.038643, -2.737769], [3.240082, -3.428897, -4.082053], [2.054187, -4.165084, -5.235661], [3.030618, -5.227161, -4.157937], [-1.659313, 2.816498, -2.786636], [-0.521943, 1.412520, -1.420435], [-1.667738, 2.117943, -1.590743], [-0.109448, 2.875944, -4.333137], [0.693689, 2.780858, 1.088563], [0.189643, 1.652139, -2.570212], [-2.468528, 3.461922, -3.075222], [0.926293, 0.115507, -0.152244], [-0.660622, -1.692205, -1.097151], [-1.524903, -2.371521, -1.445677], [-0.500807, 2.523590, -3.400455], [1.525681, 1.144356, -2.873826], [2.306336, 1.918396, -2.734353], [1.568962, 0.805280, -3.921002], [1.825373, 0.223034, -2.303991], [-2.752237, 2.229896, -0.636355], [-3.698109, 2.235594, -1.188865], [-2.672245, 3.154194, -0.042023], [-2.778022, 1.368925, 0.050738], [-1.317780, 0.176600, 3.433016], [0.054248, -0.477564, 3.357330], [1.014680, 0.346123, 4.196048], [-0.050945, -1.854453, 3.987942], [0.546368, -0.570141, 1.913497], [-1.625204, 0.289937, 4.484984], [-2.075498, -0.421647, 2.920299], [-1.323720, 1.169448, 2.973098], [0.612753, 0.469826, 5.213283], [1.990809, -0.139642, 4.289173], [1.181438, 1.339303, 3.773194], [-0.744077, -2.492486, 3.426792], [0.923036, -2.351363, 4.031860], [-0.427359, -1.777839, 5.015633], [1.316741, -1.366069, 1.874376]], "forces_ev_per_a": [[0.67, 0.03, -0.64], [0.01, 0.00, -0.11], [-0.23, -0.40, -0.15], [0.07, -0.03, 0.47], [-0.26, 0.30, 0.13], [0.00, -0.06, 0.15], [-0.53, 0.20, -1.18], [0.07, 0.10, -0.07], [0.09, -0.01, -0.20], [0.20, 1.56, 0.61], [-0.34, 0.30, -0.26], [-0.03, 0.01, -0.08], [0.37, -1.49, 0.16], [1.04, 0.92, 0.42], [-1.07, -0.74, -0.26], [0.19, 0.03, -0.07], [0.42, -0.35, -0.59], [-0.44, -0.38, 0.14], [-0.16, 0.23, 0.25], [-0.30, 0.95, -0.57], [-0.15, -0.12, 0.34], [0.08, 0.04, 0.05], [0.09, -0.32, -0.17], [0.32, 0.30, -0.36], [-0.45, 0.35, 0.06], [0.03, -0.05, -0.66], [0.48, 0.41, 0.40], [-0.16, -0.55, 0.21], [-0.48, -0.72, 2.23], [-0.01, -0.03, -0.14], [0.05, -0.07, -0.03], [0.15, -0.08, 0.01], [0.04, -0.01, -0.05], [-0.02, -0.05, -0.09], [-0.09, -0.07, -0.05], [0.13, 0.04, 0.03], [-0.04, 0.03, -0.10], [-0.03, -0.02, 0.04], [0.28, -0.23, 0.11]], "spin_multiplicity": 8, "relative_energy_kj_mol": 700.16, "total_charge": -2}

---

(3)
{"formula": "C7H14N2O2", "method": "the ωB97M-V functional and the def2-TZVPD basis", "species": ["C", "C", "C", "N", "C", "C", "C", "C", "N", "O", "O", "H", "H", "H", "H", "H", "H", "H", "H", "H", "H", "H", "H", "H", "H"], "positions_angstrom": [[2.514472, -1.766547, -0.550393], [2.106825, -0.528612, -0.370357], [2.784186, 0.678226, -1.151228], [0.854614, -0.258760, 0.265652], [0.428414, -0.838987, 1.501609], [0.090681, 1.060103, 0.277302], [-1.383451, 1.006189, 0.601084], [-2.248862, 0.449695, -0.426311], [-3.373683, -0.116605, -0.196652], [-4.051230, -0.153013, 0.870651], [-4.090197, -0.547408, -1.289434], [3.511060, -1.899853, -1.028764], [2.015239, -2.638436, -0.134345], [3.455250, 0.345545, -1.955931], [3.531987, 0.983865, -0.493099], [2.144200, 1.473920, -1.385338], [0.733833, -0.262556, 2.472314], [-0.713949, -1.170116, 1.425210], [1.076340, -1.810675, 1.522644], [0.307228, 1.546726, -0.766933], [0.506919, 1.825712, 0.883039], [-1.568939, 0.512329, 1.673965], [-1.731487, 2.079551, 0.805131], [-1.892202, 0.330684, -1.521161], [-5.007240, -0.300974, -1.028662]], "forces_ev_per_a": [[1.84, -1.04, -0.01], [-1.82, 2.31, -1.62], [0.45, -3.15, 1.03], [-1.93, 2.75, 0.87], [1.15, -4.10, 0.80], [2.09, 0.27, -4.14], [-0.82, 0.78, 3.19], [1.25, -1.43, -3.03], [-1.70, 1.00, 1.29], [0.85, -0.02, -0.14], [-0.44, -0.18, -0.79], [-1.02, -0.12, 0.30], [0.15, 0.21, -0.10], [-1.04, -0.19, -0.33], [1.06, 1.32, 1.55], [-0.76, 0.88, -0.54], [-0.95, -0.62, -1.63], [2.69, 0.66, 0.63], [-1.51, 1.37, 0.64], [-1.08, -0.93, 1.53], [0.82, 0.31, 1.34], [0.20, 1.03, -2.50], [0.55, -1.17, -0.38], [-0.68, 0.43, 2.05], [0.65, -0.36, -0.02]], "relative_energy_kj_mol": 550.57, "smiles": "C=C(C)N(C)CC/C=[N+](\\[O-])O"}